22
Properties=species:S:1:pos:R:3:forces:R:3:nbo_charge:R:1 method="wB97M-V/def2-TZVPD" charge=0 relative_energy_ev=3.8818 homo_lumo_gap_ev=7.80 lumo_energy_ev=1.060 total_energy_ev=-9425.6026
C 0.95309 -1.25519 0.72022 1.7 -1.0 -0.7 -0.049
C -0.07190 0.58856 0.72545 -0.7 1.1 -1.1 -0.324
C 1.13379 0.02473 1.44128 -0.3 -0.6 -0.4 -0.485
C 1.74836 -1.70219 -0.31917 -0.3 -0.2 1.9 -0.643
C -1.34385 0.60624 1.53560 0.1 0.0 0.0 -0.632
H 0.13006 -1.87490 1.05823 -0.2 0.1 -0.1 0.197
H 0.17955 1.54721 0.27676 -0.1 0.2 0.1 0.183
H 1.03191 -0.04398 2.52732 0.0 0.0 0.0 0.202
H 2.06900 0.52148 1.18100 -0.1 0.0 0.0 0.208
H 2.74458 -1.28737 -0.43531 -0.1 0.2 -0.2 0.208
H 0.92592 -0.92697 -1.55542 -1.5 1.2 -1.0 0.405
H 1.59836 -2.70883 -0.69239 -0.1 0.1 -0.2 0.219
H -1.29191 1.31123 2.37520 0.0 -0.1 0.0 0.201
H -1.54339 -0.38278 1.95734 0.0 0.0 0.0 0.196
H -2.22127 0.88738 0.94506 0.0 0.0 0.0 0.189
N -1.46581 1.34401 -1.63835 0.4 -0.9 -0.2 -0.841
C -0.80738 0.16098 -1.33279 -0.1 -0.1 1.8 0.278
N 0.20701 -0.26319 -2.12423 1.6 -0.8 0.1 -0.826
H -2.37848 1.46249 -1.22135 0.5 0.5 -0.1 0.400
H -0.87304 2.11554 -1.91608 -0.6 0.1 0.3 0.384
H 0.73711 0.49902 -2.53857 -0.1 0.0 0.0 0.352
H -1.46172 -0.62345 -0.96981 -0.1 0.0 -0.1 0.179

=====

17
Properties=species:S:1:pos:R:3:forces:R:3:nbo_charge:R:1 method="wB97M-V/def2-TZVPD" charge=0 relative_energy_ev=2.5489 homo_lumo_gap_ev=8.96 lumo_energy_ev=-1.375 total_energy_ev=-39860.9224
C -1.85005 -0.22364 -1.82823 -3.7 0.9 -0.3 0.119
C 0.87070 -0.42476 -0.13633 -1.5 1.7 -1.2 0.145
C 1.61228 0.16051 1.02260 -2.0 0.2 -0.7 -0.722
O -0.35406 -2.65057 0.48562 0.2 -0.9 0.3 -0.879
O -1.66333 -0.52342 0.74374 1.3 -1.0 0.8 -0.899
O -1.15304 1.99589 -0.15936 0.8 -0.6 -1.8 -0.893
O 0.70574 2.40952 -1.75539 -0.5 -0.9 -0.2 -0.877
O -1.09774 -1.36422 -1.42005 -0.4 0.2 -0.6 -0.706
O -1.06759 0.78550 -2.43473 1.0 -0.2 0.5 -0.661
F 1.54704 -0.99917 -1.12697 0.3 0.2 0.5 -0.304
S -0.67467 -1.33886 0.09365 -0.7 1.5 0.5 2.336
S -0.25052 1.48892 -1.19801 1.3 0.3 2.4 2.085
H -2.63259 -0.63349 -2.58258 1.6 1.0 1.2 0.222
H -2.35150 0.40458 -0.95287 0.6 -2.4 -1.6 0.259
H 0.88366 0.44992 1.77154 -0.1 -0.1 0.2 0.264
H 2.04948 1.05357 0.69330 0.8 1.4 -0.6 0.258
H 2.37382 -0.42914 1.42483 1.0 -1.4 0.5 0.253

=====

25
Properties=species:S:1:pos:R:3:forces:R:3:nbo_charge:R:1 method="wB97M-V/def2-TZVPD" charge=0 relative_energy_ev=1.4092 homo_lumo_gap_ev=9.69 smiles=CN[C@H](CN)[C@H](C)O.O lumo_energy_ev=0.866 total_energy_ev=-12518.9995
C -2.17682 -0.91816 -1.09104 -0.3 0.2 -0.4 -0.428
N -1.32507 0.08673 -1.72219 0.7 0.0 0.4 -0.622
C -0.01349 0.27683 -1.06886 -0.9 0.1 -0.3 -0.075
C -0.09729 0.50545 0.48965 1.3 -0.1 -1.2 0.069
C 0.10271 1.96220 0.85815 0.2 0.5 0.8 -0.648
O 0.89845 -0.32204 1.10954 -0.3 0.5 0.5 -0.766
C 0.96130 -0.80736 -1.47433 -0.1 -1.5 -0.2 -0.239
N 2.35384 -0.39053 -1.23072 -0.8 -0.1 0.2 -0.857
H -2.82793 -1.33624 -1.85957 -0.1 -0.1 0.1 0.202
H -1.57583 -1.72882 -0.68599 0.1 0.0 0.0 0.197
H -2.80134 -0.52554 -0.28596 0.0 0.0 0.1 0.177
H -1.75719 0.99966 -1.74978 -0.4 -0.2 0.0 0.357
H 0.37237 1.17055 -1.56054 0.1 0.3 0.3 0.185
H -1.03154 0.15862 0.90650 -0.4 -0.1 -0.2 0.178
H 0.81971 2.51357 0.25048 0.3 -0.4 -0.2 0.203
H 0.45782 1.97001 1.89208 0.0 0.1 0.0 0.233
H -0.78112 2.59185 0.86278 -0.5 -0.2 -0.2 0.218
H 1.74162 -0.06867 0.70195 0.1 -0.3 -0.1 0.497
H 0.78541 -1.16692 -2.49789 -0.1 0.9 -0.3 0.188
H 0.76413 -1.75814 -0.96947 0.2 0.3 0.7 0.199
H 2.57749 0.32613 -1.90824 0.4 -0.1 -0.1 0.361
H 2.93514 -1.20695 -1.34887 0.4 0.2 -0.2 0.371
H -0.56583 -0.45200 2.60075 -0.3 0.0 0.2 0.473
H 0.16086 -0.37961 3.84219 -0.2 0.1 0.5 0.466
O -0.74945 -0.27539 3.53599 0.6 -0.2 -0.4 -0.940

=====

11
Properties=species:S:1:pos:R:3:forces:R:3:nbo_charge:R:1 method="wB97M-V/def2-TZVPD" charge=0 relative_energy_ev=4.5616 homo_lumo_gap_ev=8.32 lumo_energy_ev=0.231 total_energy_ev=-30529.5099
C 1.74727 -0.56659 -1.07219 1.1 2.1 0.0 -0.474
C 0.73659 0.50935 0.88197 1.7 0.8 -1.3 -0.222
C 0.49488 -1.02882 -0.92081 0.0 -1.3 -0.1 -0.105
C -2.63147 0.16050 0.11775 -0.3 2.3 -0.7 0.132
N 0.03198 -0.45262 0.21786 5.6 4.2 -1.2 -0.483
N -2.51540 -0.95091 0.20243 -0.7 -4.1 0.9 -0.296
S 2.16813 0.78110 0.07022 -0.3 -0.8 -0.1 0.409
Cl -2.47001 1.68425 -0.30084 -0.1 1.9 -0.2 0.174
H 2.51003 -0.61599 -1.82639 -0.2 -0.5 -0.4 0.223
H 0.47546 1.12687 1.76320 -0.3 -1.0 -0.6 0.247
H -0.54745 -0.64714 0.86677 -6.5 -3.5 3.8 0.396

=====

33
Properties=species:S:1:pos:R:3:forces:R:3:nbo_charge:R:1 method="wB97M-V/def2-TZVPD" charge=+1 relative_energy_ev=1.2713 homo_lumo_gap_ev=7.75 lumo_energy_ev=-3.325 total_energy_ev=-81668.6519
N -0.29461 4.24799 1.67867 -0.5 0.7 -0.4 -0.891
H -1.18835 3.80508 1.83732 -0.9 0.3 -0.8 0.449
H 0.16179 3.78066 2.44901 2.1 -0.9 1.3 0.478
H -0.29225 5.25525 1.75291 -0.4 0.4 0.6 0.442
H 0.13510 4.06923 0.78229 0.1 -0.8 -0.1 0.439
Br 1.00602 1.84696 3.56963 -0.5 0.5 -0.7 -0.892
C -1.30571 -2.07849 -3.19992 0.5 -0.2 -1.0 -0.620
C -1.11994 -0.92693 -2.21913 -1.6 1.7 -0.5 -0.442
C -0.66875 -1.42937 -0.93001 2.0 -0.9 2.3 -0.182
N -0.19995 -0.44583 0.20828 0.8 -0.9 0.1 -0.213
C -1.29443 0.50586 0.56220 -0.3 -0.7 0.4 -0.428
C 1.04927 0.29411 -0.16391 -0.4 1.3 -0.7 -0.213
C 2.27595 -0.54950 0.16091 1.4 2.0 -1.7 -0.457
C 1.87145 -1.59393 1.10984 -2.0 -0.2 1.2 -0.427
C 0.37806 -1.22958 1.44064 -1.0 -1.5 -0.3 -0.217
H -0.40065 -2.60899 -3.49579 0.5 0.1 0.7 0.222
H -1.60023 -1.75309 -4.19765 -0.7 0.4 0.3 0.243
H -1.97961 -2.86215 -2.85374 -0.2 0.3 0.1 0.225
H -2.07729 -0.46306 -1.98164 -0.5 0.0 -0.6 0.206
H -0.55779 -0.06377 -2.57555 0.5 -0.4 -0.4 0.218
H 0.20768 -2.04023 -1.14638 0.1 -0.3 0.6 0.217
H -1.44799 -2.03783 -0.47102 0.2 -0.1 0.1 0.222
H -1.37617 1.31861 -0.15950 0.0 -0.3 -0.2 0.212
H -1.14888 0.92878 1.55621 0.5 -0.1 0.0 0.258
H -2.19840 -0.10143 0.60839 -0.2 0.3 -0.2 0.227
H 0.97659 1.22621 0.39644 0.4 -0.1 0.4 0.227
H 0.92252 0.57945 -1.20823 0.4 -0.1 -0.1 0.212
H 3.12680 0.01294 0.54536 -0.6 0.7 0.6 0.260
H 2.78189 -0.79970 -0.77157 -0.6 -1.1 -0.2 0.234
H 2.38797 -1.47792 2.06265 0.2 -0.5 -0.2 0.264
H 1.95561 -2.58486 0.66367 -0.1 -0.1 0.5 0.230
H 0.11567 -0.69281 2.35230 1.0 0.9 -0.3 0.272
H -0.20153 -2.13150 1.63740 -0.2 -0.2 -0.7 0.225

=====

21
Properties=species:S:1:pos:R:3:forces:R:3:nbo_charge:R:1 method="wB97M-V/def2-TZVPD" charge=0 relative_energy_ev=5.2110 homo_lumo_gap_ev=9.73 smiles="C=CC(C)(C=C)CN" lumo_energy_ev=0.912 total_energy_ev=-8954.7218
C -0.61259 -0.20958 1.41964 -1.2 0.0 0.5 -0.624
C 0.23768 -0.11535 0.18664 -1.0 5.2 0.0 -0.140
C -0.25158 -1.38925 -0.49401 3.7 -1.9 3.2 -0.200
C 1.71484 0.33976 0.29610 -0.2 -1.7 -0.3 -0.159
C 2.77121 -0.13331 -0.36632 -1.5 -1.5 -0.9 -0.408
C -0.22972 1.28205 -0.54068 -0.2 -2.7 -2.7 -0.168
C -1.32458 2.01744 -0.34448 1.8 0.4 -2.0 -0.400
H -0.61645 0.54505 2.16143 -0.5 1.5 0.2 0.216
H -0.14333 -0.93198 1.94374 1.7 -2.8 2.2 0.207
H -1.61892 -0.73653 1.24550 1.6 2.2 0.6 0.204
H 0.01967 -2.21631 0.39397 -0.1 1.6 -2.7 0.180
H 0.38131 -1.50590 -1.36877 -0.4 -0.8 -0.5 0.200
H -1.74402 -0.54422 -1.47742 -1.0 -3.4 3.8 0.386
H -2.22893 -1.63090 0.14597 0.6 0.8 -1.7 0.389
H 1.91879 1.27327 0.80075 -0.4 -0.1 0.8 0.212
H 2.78899 -0.91400 -1.14852 -0.6 0.1 0.8 0.188
H 3.73787 0.18153 -0.16137 1.5 1.2 0.3 0.194
H 0.29311 1.31164 -1.54837 -0.7 0.4 1.1 0.188
H -1.75873 2.07115 0.56910 -1.7 -0.4 2.7 0.186
H -1.72400 2.75111 -1.04972 0.6 -0.1 0.0 0.203
N -1.61064 -1.44567 -0.66315 -2.2 2.1 -5.4 -0.856

=====

Question: Look up the charge of the fifth one.
Answer: +1